Record 1
A single C3H8N2O molecule, computed with ωB97M-V/def2-TZVPD.

CARTESIAN COORDINATES (ANGSTROEM)
C1 -0.85390 -1.55684 -0.40578
C2 -0.19560 -0.20844 -0.73570
N1 -1.17579 0.72846 -1.25819
C3 0.50971 0.32986 0.50956
N2 1.73409 -0.20226 0.75759
O1 0.00951 1.15991 1.24561
H1 -1.57932 -1.42657 0.40722
H2 -0.12210 -2.28742 -0.06920
H3 -1.36634 -1.93527 -1.29416
H4 0.54589 -0.34411 -1.53889
H5 -1.78251 1.02506 -0.48304
H6 -0.69567 1.57429 -1.55683
H7 2.18685 0.04905 1.62969
H8 2.06775 -1.00507 0.23606

Computed properties:
Energy, Eh: -303.88367
Energy relative to the best compared isomer or geometry (same formula, charge and spin), kJ/mol: 22.21
Orbital gap, Eh: 0.380
Lowest unoccupied orbital energy, Eh: 0.0311
2S+1: 1

Mulliken atomic charge list, values in e, 5 entries: C -1.26; C 0.18; N -0.73; C 0.48; N -0.39



Record 2
A molecular structure, C45H51AsF6NO7RhSSbSi at a distorted geometry, computed with ωB97M-V/def2-TZVPD.

CARTESIAN COORDINATES (ANGSTROEM)
Rh1 -0.03714 0.35449 -0.89967
C1 -2.01558 1.82394 2.81104
C2 -0.62174 1.82431 3.38873
C3 -0.17807 3.24449 3.69677
C4 -0.55738 0.92028 4.60668
O1 0.18451 1.25224 2.31781
Si1 1.81622 1.21288 2.02706
S1 2.16046 0.59017 -0.01976
O2 2.61983 0.21943 3.02364
C5 3.20661 -1.12746 3.14685
C6 3.48142 -1.29749 4.65021
C7 4.49295 -1.12600 2.33750
C8 2.16715 -2.15917 2.70790
O3 2.38271 2.74246 2.28777
C9 3.61646 3.50570 2.41653
C10 3.19570 4.87191 2.98279
C11 4.60224 2.79084 3.34386
C12 4.16580 3.69905 1.00132
H1 -2.70061 2.25384 3.53391
H2 -2.35668 0.81933 2.53369
H3 -2.06640 2.44499 1.89975
H4 -0.82794 3.66509 4.46092
H5 -0.25037 3.87472 2.79488
H6 0.84991 3.26879 4.08814
H7 -1.12657 1.34809 5.41180
H8 0.47373 0.74382 4.91514
H9 -1.01921 -0.05591 4.33837
H10 4.13487 -0.50294 5.00848
H11 3.93789 -2.25828 4.89230
H12 2.54244 -1.22778 5.17806
H13 5.16050 -0.37148 2.73919
H14 4.29706 -0.93409 1.28531
H15 4.98719 -2.11130 2.41739
H16 1.23178 -2.05509 3.25626
H17 2.53549 -3.16526 2.88256
H18 1.93364 -2.01478 1.64558
H19 2.90137 4.77846 4.03656
H20 2.36192 5.29767 2.41247
H21 4.06417 5.55650 2.94057
H22 4.15954 2.64222 4.32389
H23 5.50551 3.39629 3.43133
H24 4.82788 1.78611 2.94943
H25 3.41286 4.16452 0.36082
H26 4.36475 2.73345 0.52410
H27 5.08274 4.29088 1.03062
F1 -0.69657 2.67278 -0.43806
Sb1 -0.11215 4.43832 -1.15607
F2 -0.51590 3.66858 -2.83863
F3 0.40151 6.14194 -1.90984
F4 -1.91586 5.09904 -0.92705
F5 0.21627 4.99692 0.67665
F6 1.70092 3.86186 -1.22414
C13 0.30487 0.73899 -2.65175
C14 0.29784 0.92891 -3.89025
C15 0.18971 1.02997 -5.25100
C16 1.12753 1.74935 -6.02484
C17 0.94921 1.81724 -7.38712
C18 -0.11206 1.14849 -8.00312
C19 -1.06651 0.49104 -7.24147
C20 -0.89215 0.39600 -5.86976
H28 1.98172 2.22736 -5.53344
H29 1.63630 2.43573 -7.98657
H30 -0.19655 1.16648 -9.07649
H31 -1.92674 -0.00284 -7.71964
H32 -1.56489 -0.17555 -5.23052
C21 -3.01577 -3.60458 -4.04125
C22 -1.78397 -3.05325 -4.39039
C23 -0.92783 -2.53085 -3.40678
C24 -1.29354 -2.60403 -2.07400
C25 -2.55753 -3.08746 -1.70870
C26 -3.41480 -3.62295 -2.68501
As1 -0.03766 -1.94265 -0.70351
C27 -0.73468 -2.95914 0.85858
C28 -1.11003 -2.39646 2.08906
C29 -1.58922 -3.23258 3.12233
C30 -1.63258 -4.61127 2.97386
C31 -1.26340 -5.17855 1.74735
C32 -0.83860 -4.35653 0.69036
C33 1.67143 -2.70559 -1.24909
C34 2.24194 -3.78149 -0.54124
C35 3.47916 -4.28688 -0.94303
C36 4.16107 -3.74593 -2.03655
C37 3.59341 -2.64580 -2.70354
C38 2.37867 -2.10480 -2.27997
H33 -3.69733 -4.02576 -4.80682
H34 -1.49209 -2.95623 -5.43994
H35 0.00822 -2.06958 -3.72273
H36 -2.87957 -3.04645 -0.67178
H37 -4.34336 -4.08932 -2.34058
H38 -1.14422 -1.31006 2.23491
H39 -1.90655 -2.74364 4.04483
H40 -1.96690 -5.23065 3.81277
H41 -1.29483 -6.26865 1.60813
H42 -0.58672 -4.83338 -0.27530
H43 1.71587 -4.23023 0.29630
H44 3.88228 -5.13182 -0.34951
H45 5.11006 -4.19331 -2.37242
H46 4.05268 -2.21101 -3.58420
H47 1.97560 -1.21184 -2.77148
O4 -2.17906 0.63493 -2.06224
C39 -2.68406 0.37474 -0.92297
O5 -1.94730 0.09757 0.07684
C40 -4.12553 0.35190 -0.73640
C41 -4.88662 0.83985 -1.79272
C42 -6.23742 1.00807 -1.67154
C43 -6.82329 0.70719 -0.45562
C44 -6.13515 0.15285 0.59524
C45 -4.77677 -0.00498 0.45873
N1 -8.25017 1.02280 -0.34231
O6 -8.80240 0.85730 0.74125
O7 -8.80481 1.48993 -1.33279
H48 -4.34377 1.02762 -2.72327
H49 -6.83173 1.43454 -2.50821
H50 -6.63502 -0.13133 1.53849
H51 -4.20218 -0.40077 1.32148

Computed properties:
Energy, Eh: -6200.26717
Orbital gap (alpha / beta), Eh: 0.260 / 0.231
Lowest unoccupied orbital energy (alpha / beta), Eh: -0.0252 / -0.1240
2S+1: 6

Mulliken atomic charge list, values in e, 5 entries: Rh 0.64; C -1.38; C 1.79; C -1.45; C -1.35



Record 3
5 unconnected molecules or ions with the total composition C29H50ClF3IN3O14S4 at a distorted geometry, computed with ωB97M-V/def2-TZVPD.

CARTESIAN COORDINATES (ANGSTROEM)
C1 -0.28132 0.10674 0.40573
C2 1.23375 0.30809 -0.09419
I1 1.20164 0.48178 -2.25638
C3 1.91006 1.51710 0.65624
C4 3.27736 1.98741 0.02529
C5 3.38529 3.42599 -0.24581
C6 4.64395 4.02067 -0.83990
C7 4.65759 5.57004 -1.04157
C8 5.63903 6.27500 0.00220
O1 5.70545 7.46728 0.04926
Cl1 6.65245 5.34609 1.19058
C9 5.72700 3.10285 -1.16903
C10 7.04192 3.66188 -1.83482
C11 6.82553 4.22105 -3.29951
N1 6.51897 3.19472 -4.31780
C12 5.62750 1.61965 -0.88854
N2 6.73419 0.84238 -1.21846
C13 6.58562 -0.47034 -0.89733
C14 5.34422 -1.00040 -0.25683
C15 5.32654 -2.54835 0.10689
O2 6.64193 -2.88739 0.60651
C16 7.29101 -3.80277 -0.18425
F1 6.91500 -5.10846 0.10422
F2 8.63505 -3.73555 0.16459
F3 7.23541 -3.54542 -1.52946
N3 4.21624 -0.30636 0.05406
C17 4.41365 1.03081 -0.28607
H1 -0.34229 -0.82968 1.04363
H2 -0.61301 0.95805 1.05907
H3 -0.99878 -0.02631 -0.44161
H4 1.74314 -0.66862 0.14115
H5 1.17996 2.38167 0.58578
H6 2.00886 1.29298 1.75694
H7 2.53164 4.09749 0.01577
H8 3.63239 5.96107 -0.75794
H9 4.83773 5.90907 -2.09175
H10 7.44707 4.51405 -1.21011
H11 7.86485 2.89978 -1.88589
H12 7.79984 4.70525 -3.62269
H13 6.04294 5.01917 -3.39024
H14 7.33293 2.61731 -4.52390
H15 5.70436 2.63421 -4.06636
H16 7.45436 -1.14677 -1.10571
H17 4.96669 -3.18855 -0.73973
H18 4.56365 -2.64850 0.93593
C18 0.42029 -4.62923 -6.67436
C19 -0.24794 -4.92607 -5.34438
O3 0.70573 -5.08249 -4.28734
S1 1.43985 -3.76685 -3.72227
C20 2.19822 -4.51387 -2.31266
O4 0.44707 -2.83499 -3.27802
O5 2.47610 -3.38522 -4.63653
H19 0.92357 -3.66169 -6.65674
H20 -0.31551 -4.60819 -7.48009
H21 1.17694 -5.38293 -6.90079
H22 -0.97763 -4.15358 -5.08781
H23 -0.79107 -5.86957 -5.42033
H24 1.42277 -4.83877 -1.62073
H25 2.82867 -3.76006 -1.84351
H26 2.80639 -5.35471 -2.64213
C21 -5.13900 1.92426 -3.72756
C22 -4.49849 2.63386 -2.54852
O6 -5.15525 2.32519 -1.31486
S2 -4.92491 0.86668 -0.67179
C23 -5.67470 1.17302 0.89428
O7 -3.51783 0.66094 -0.48163
O8 -5.73995 -0.08198 -1.37760
H27 -5.01704 0.84302 -3.65184
H28 -4.68436 2.24671 -4.66601
H29 -6.21126 2.12695 -3.76151
H30 -3.43190 2.40297 -2.48060
H31 -4.58612 3.71247 -2.69052
H32 -5.08722 1.91465 1.43177
H33 -5.68482 0.23254 1.44436
H34 -6.69449 1.52038 0.73693
C24 -5.16779 3.45582 6.65216
C25 -3.82417 3.55723 5.95355
O9 -3.20643 2.27542 5.78869
S3 -3.80422 1.27731 4.67792
C26 -2.50974 0.07753 4.71985
O10 -3.78449 1.93631 3.40202
O11 -4.99424 0.66641 5.19513
H35 -5.89144 2.91480 6.04104
H36 -5.57521 4.44837 6.85174
H37 -5.07079 2.91312 7.59440
H38 -3.91786 4.06188 4.98837
H39 -3.14776 4.15608 6.56561
H40 -1.58917 0.53361 4.35895
H41 -2.80349 -0.74403 4.06679
H42 -2.39464 -0.28210 5.74090
C27 -6.99063 -3.07243 4.90502
C28 -6.00504 -4.08535 4.35139
O12 -6.21998 -4.33882 2.95788
S4 -5.78265 -3.20764 1.90124
C29 -5.98128 -4.16742 0.43336
O13 -4.38874 -2.91682 2.08282
O14 -6.77524 -2.17226 1.89374
H43 -6.84309 -2.08980 4.45486
H44 -6.87005 -2.96618 5.98443
H45 -8.01643 -3.37670 4.68801
H46 -4.97338 -3.76844 4.52613
H47 -6.14168 -5.03654 4.86867
H48 -5.25516 -4.97875 0.43711
H49 -5.80386 -3.50768 -0.41522
H50 -6.99881 -4.55253 0.39827

Computed properties:
Energy, Eh: -5002.77439
Orbital gap, Eh: 0.284
Lowest unoccupied orbital energy, Eh: -0.0279
2S+1: 1

Mulliken atomic charge list, values in e, 5 entries: C -0.97; C 0.01; I 0.01; C -1.17; C 0.93



Record 4
2 unconnected molecules or ions with the total composition C4H11N3O at a distorted geometry, computed with ωB97M-V/def2-TZVPD.

CARTESIAN COORDINATES (ANGSTROEM)
C1 -0.40775 1.83134 1.70851
C2 -1.15866 0.52694 1.96227
N1 -0.96530 -0.47915 1.06519
O1 -1.97793 0.48255 2.90353
H1 -0.02620 1.93770 0.62879
H2 0.47389 1.92979 2.35597
H3 -1.05504 2.62454 1.88612
H4 -0.87181 -0.22067 0.06369
H5 -1.67795 -1.13574 1.30330
N2 2.97035 -0.69729 -1.79826
C3 1.61610 -0.76753 -1.31765
C4 0.61081 -0.60911 -2.21627
N3 -0.81900 -0.41416 -1.97758
H6 3.43186 -1.56374 -1.63957
H7 3.52362 -0.00848 -1.35804
H8 1.47995 -0.97456 -0.22403
H9 0.82067 -0.52855 -3.24658
H10 -1.33173 -1.15543 -2.49259
H11 -1.20924 0.47908 -2.35187

Computed properties:
Energy, Eh: -398.48561
Energy relative to the best compared isomer or geometry (same formula, charge and spin), kJ/mol: 179.99
Orbital gap, Eh: 0.372
Lowest unoccupied orbital energy, Eh: 0.0263
2S+1: 1

Mulliken atomic charge list, values in e, 5 entries: C -0.82; C 0.55; N -0.32; O -0.64; H 0.25